#1
This record from the Open Molecules 2025 dataset describes the ion C5H9N2 with charge +1. The level of theory is the ωB97M-V functional and the def2-TZVPD basis.

Cartesian coordinates (Å):
N  -0.82096  -1.89311  -1.31226
C  0.27866  1.67385  -1.39792
H  -1.23003  -0.79769  2.30773
H  1.08678  1.93453  -0.80527
H  1.77582  -1.12897  1.65490
H  -0.96160  -2.74627  -0.80889
H  -0.51678  2.48029  -1.51006
H  -1.16370  -1.85276  -2.27623
C  1.05873  -0.26714  1.52405
C  -0.32697  -0.82858  -0.74237
C  -0.44087  -0.13313  1.93396
C  -0.01256  -0.25906  0.51159
H  0.57695  1.71533  -2.41075
H  1.48920  0.74455  1.81123
N  -0.20746  0.45339  -0.83054
H  -0.58520  0.90478  2.35085

Its SMILES is CN1C(=[NH2+])C12CC2. The molar mass comes out at 97.1 g/mol. The total charge is +1. The calculation puts the frontier orbital gap at 10.8271 eV.



#2
This record from the Open Molecules 2025 dataset describes the ion C5H9N2 with charge +1. The level of theory is the ωB97M-V functional and the def2-TZVPD basis.

Cartesian coordinates (Å):
H  0.33990  1.43637  1.83363
H  0.37061  2.09593  -1.39838
N  0.15301  0.50439  -0.00108
H  1.58601  0.30451  1.64001
C  0.00180  -1.92310  0.68042
H  -0.91476  -2.52188  0.66617
C  -0.22409  -0.73369  -0.24929
C  -0.40316  1.41619  -0.91966
H  -1.20234  2.13164  -0.55254
H  1.53221  1.87292  0.67854
H  -1.39264  -1.40210  -2.00565
N  -1.15148  0.59489  -1.78858
C  -0.93147  -0.62147  -1.49874
H  0.79731  -2.62737  0.10698
H  0.42947  -1.52480  1.67846
C  1.00961  0.99757  1.12973

Its SMILES is CC1=[N+](C)CN=C1. The molar mass comes out at 97.1 g/mol. The total charge is +1. The calculation puts the frontier orbital gap at 10.2820 eV.



#3
This record from the Open Molecules 2025 dataset describes a cluster of 2 separate species, C5H9N2 in total. The level of theory is the ωB97M-V functional and the def2-TZVPD basis.

Cartesian coordinates (Å):
H  -2.85344  -1.27655  0.83529
C  3.12609  -0.34737  -0.14802
C  2.37031  0.80769  0.32616
C  -3.40854  -0.57393  0.21999
C  0.67632  -0.87319  -0.76563
H  -4.27702  -0.14313  0.78978
N  -2.61433  0.54293  -0.02276
C  -1.40470  0.64448  -0.19416
H  3.40925  -1.02222  0.58859
H  2.13060  0.75426  1.29829
H  3.83634  -0.40867  -1.07439
H  -0.87111  1.50693  -0.07732
H  -3.75790  -1.08049  -0.67617
H  -0.57163  -0.14385  -0.57482
H  2.49231  1.86394  -0.11168
N  1.71744  -0.25082  -0.41312

The molar mass comes out at 97.1 g/mol. The total charge is +1. The calculation puts the frontier orbital gap (spin up / spin down) at 7.4496 / 7.4466 eV.



#4
This record from the Open Molecules 2025 dataset describes the ion C5H9N2 with charge +1. The level of theory is the ωB97M-V functional and the def2-TZVPD basis.

Cartesian coordinates (Å):
C  0.06396  -1.61399  -1.09913
C  -0.47672  0.08150  0.49912
N  1.01761  -1.00635  -1.61196
H  -1.59336  1.80181  0.96642
H  -0.23973  -2.58775  -1.44736
N  -0.77088  -1.04728  -0.07619
H  1.11757  1.00468  -1.89181
H  1.54119  0.06279  1.00078
H  2.53108  0.27468  -1.15248
H  -1.67882  -1.47929  0.07338
C  0.90529  0.59435  0.27739
H  -1.01558  0.91941  2.34741
H  0.98346  1.65925  0.49766
C  -1.43390  0.79102  1.34657
C  1.43903  0.26712  -1.14860
H  -2.39022  0.27803  1.41881

Its SMILES is CC1=[NH+]C=NCC1. The molar mass comes out at 97.1 g/mol. The total charge is +1. The calculation puts the frontier orbital gap at 9.5213 eV.



Name the least stable of them. #3.



#1
This record from the Open Molecules 2025 dataset describes the ion C5H9N2 with charge +1. The level of theory is the ωB97M-V functional and the def2-TZVPD basis.

Cartesian coordinates (Å):
H  -0.19564  0.27120  -2.94810
H  -1.79388  -0.17693  1.17706
C  1.27335  -1.16432  1.63874
H  1.02956  -2.22513  1.49779
N  0.08348  2.22841  -3.14168
H  -1.57899  -1.83343  1.13158
H  1.29652  -0.81735  2.64183
H  -0.03168  2.23732  -0.48563
H  -0.93521  -1.00875  2.66052
N  0.10840  -0.59062  0.88658
H  -0.11051  2.16942  -4.15857
H  2.15814  -0.89806  0.92404
C  0.06275  0.27576  -0.00811
C  -0.13687  1.22484  -2.44870
C  -0.03556  1.19383  -0.89631
C  -1.19385  -0.88619  1.52895

Its SMILES is [H]/N=C/C=C=[N+](C)C. The molar mass comes out at 97.1 g/mol. The total charge is +1. The calculation puts the frontier orbital gap at 9.7187 eV.



#2
This record from the Open Molecules 2025 dataset describes a structure of composition C5H9N2. The level of theory is the ωB97M-V functional and the def2-TZVPD basis.

Cartesian coordinates (Å):
H  -0.74566  1.07505  -1.49642
C  -2.28756  1.47186  -0.43128
H  -1.36230  -0.32196  -0.55979
H  -0.21071  0.30761  1.46196
H  0.82461  -2.47281  1.29976
C  -1.18555  0.71635  -0.59797
C  0.31239  0.22035  0.56486
H  1.01183  -2.82200  -0.37906
C  1.33609  -2.10967  0.41959
H  2.51590  0.61921  0.59557
H  2.37371  -2.26408  0.49865
N  0.96177  -0.75614  -0.02101
H  1.77103  0.89748  -1.08307
H  -3.90906  2.76349  -0.08912
C  1.70928  0.44263  -0.08384
N  -3.11578  2.23263  -0.09884

The molar mass comes out at 97.1 g/mol. The total charge is +1. The calculation puts the frontier orbital gap at 8.9991 eV.



Name the least stable of them. #2.



#1
This record from the Open Molecules 2025 dataset describes a structure of composition C5H9N2. The level of theory is the ωB97M-V functional and the def2-TZVPD basis.

Cartesian coordinates (Å):
H  -0.11028  -2.39696  1.16972
N  0.20132  0.61186  -0.03127
C  -0.84458  1.43007  0.23954
H  -0.95879  -2.55272  -0.42739
H  -1.75396  1.05338  -0.07881
H  -1.11918  1.71936  1.25156
N  1.86326  -0.61268  0.51444
C  -0.58431  -1.96778  0.38741
H  -0.81630  2.38031  -0.38990
H  1.30396  0.36665  -1.99854
H  -0.43572  0.02635  -1.85974
H  -1.31861  -1.19838  0.68805
C  0.53955  -0.83453  -0.14479
C  0.46918  0.03368  -1.36483
C  1.57617  0.60569  0.68545
H  1.98828  1.33569  1.35910

The molar mass comes out at 97.1 g/mol. The total charge is +1. The calculation puts the frontier orbital gap at 11.8194 eV.



#2
This record from the Open Molecules 2025 dataset describes the ion C5H9N2 with charge +1. The level of theory is the ωB97M-V functional and the def2-TZVPD basis.

Cartesian coordinates (Å):
C  0.12979  0.19854  0.18949
N  -1.11005  -0.64478  0.23377
H  1.56456  -1.17052  1.12956
H  -4.27925  0.35707  0.56310
H  1.37082  -1.57409  -0.62588
N  -0.04708  1.40713  0.17095
H  -3.91468  0.22361  -1.19518
C  -2.23444  -0.18170  -0.06675
C  -3.42501  0.16789  -0.24559
H  2.65089  1.09380  0.47759
H  -1.17079  -1.57609  0.69790
H  3.39960  -0.25781  -0.27260
H  0.71025  1.97182  0.25607
C  1.40567  -0.71040  0.08762
C  2.50110  0.27638  -0.17673
H  2.44861  0.41914  -1.22331

Its SMILES is [H]/N=C(\CC)[NH+]=C=C. The molar mass comes out at 97.1 g/mol. The total charge is +1. The calculation puts the frontier orbital gap at 10.0484 eV.



Name the least stable of them. #1.



#1
This record from the Open Molecules 2025 dataset describes a structure of composition C5H9N2. The level of theory is the ωB97M-V functional and the def2-TZVPD basis.

Cartesian coordinates (Å):
H  0.29859  -1.24854  -0.51036
N  -1.41736  -0.19794  -0.77682
C  -0.33795  -0.91764  -1.30817
H  0.23149  -0.21827  -1.83058
H  3.04854  0.14693  3.42831
H  -3.05611  -0.72461  -2.12760
H  -0.67669  -1.53059  -2.10548
N  0.87642  0.03266  1.12480
C  -1.86852  0.18193  0.29232
C  -2.73900  0.17501  -1.54899
C  1.82938  0.26599  1.76212
H  3.80911  0.10519  1.94185
H  -2.58943  1.03190  -2.22966
C  3.03334  0.65643  2.44202
H  -3.62416  0.50783  -0.98878
H  3.18236  1.73374  2.43502

The molar mass comes out at 97.1 g/mol. The total charge is +1. The calculation puts the frontier orbital gap at 10.3332 eV.



#2
This record from the Open Molecules 2025 dataset describes the ion C5H9N2 with charge +1. The level of theory is the ωB97M-V functional and the def2-TZVPD basis.

Cartesian coordinates (Å):
H  -2.31532  -1.29864  1.04320
H  3.00222  -1.25875  -0.78678
C  0.70162  1.27239  -0.08332
H  1.42331  1.90842  0.48344
H  -0.90380  -0.51002  -1.47664
C  1.36349  0.02568  -0.00605
H  2.95342  -1.16415  1.03410
C  2.39945  -0.89459  0.09270
H  -0.95590  0.76574  1.27306
N  0.93136  -1.15065  -0.06801
C  -0.92322  0.98490  0.18110
H  0.94428  1.74000  -1.05218
C  -1.17003  -0.41554  -0.41770
H  -2.17202  -2.11892  -0.32907
H  -1.45710  1.74773  -0.37558
N  -1.91654  -1.29958  0.17310

Its SMILES is [NH2+]=CCCC1=NC1. The molar mass comes out at 97.1 g/mol. The total charge is +1. The calculation puts the frontier orbital gap at 9.8673 eV.



#3
This record from the Open Molecules 2025 dataset describes the ion C5H9N2 with charge +1. The level of theory is the ωB97M-V functional and the def2-TZVPD basis.

Cartesian coordinates (Å):
H  -1.71407  -1.55514  -0.83383
H  3.65682  -0.61363  -0.12868
H  -2.40316  0.99799  0.77513
C  -2.59508  0.27688  -0.01678
N  0.43432  0.70814  0.02864
C  -0.20608  -0.46127  0.01387
H  3.20263  0.97974  -0.82390
H  0.16478  1.68053  0.05825
H  3.28021  0.79222  0.90523
H  -3.59450  -0.12245  0.13001
C  1.64310  -0.12652  0.00399
C  3.02173  0.26272  -0.01873
H  -1.71851  -1.51860  0.87473
H  -2.57669  0.79569  -0.97307
C  -1.57858  -0.85268  0.00621
N  0.98308  -1.24362  -0.00106

The molar mass comes out at 97.1 g/mol. The total charge is +1. The calculation puts the frontier orbital gap at 9.3145 eV.



Name the least stable of them. #1.



#1
This record from the Open Molecules 2025 dataset describes a cluster of 2 separate species, CH4NO2Si in total. The level of theory is the ωB97M-V functional and the def2-TZVPD basis.

Cartesian coordinates (Å):
H  0.15472  -0.71420  1.46885
Si  0.65392  0.85991  -0.27215
N  0.19897  -0.85551  0.41008
H  0.84207  0.55445  -1.72026
H  2.08511  1.19815  0.06978
O  -0.33417  1.98087  0.04773
C  -1.70454  -0.66719  -0.43790
O  -2.50380  -0.53370  0.39629
H  0.60773  -1.82278  0.03759

The molar mass comes out at 90.1 g/mol. The total charge is -1. The calculation puts the frontier orbital gap at 8.4619 eV.



#2
This record from the Open Molecules 2025 dataset describes the ion CH4NO2Si with charge -1. The level of theory is the ωB97M-V functional and the def2-TZVPD basis.

Cartesian coordinates (Å):
H  -2.42811  0.46548  -0.58963
O  2.32434  1.21219  0.20585
Si  -0.13772  -0.34467  -0.03408
N  -1.73484  0.62581  0.14380
H  0.09445  -0.98429  -1.33606
C  1.63819  0.19608  0.23793
H  -0.31264  -1.55624  0.75648
O  2.14935  -1.15106  0.31503
H  -1.59302  1.53670  0.30066

Its SMILES is N[SiH2]C(=O)[O-]. The molar mass comes out at 90.1 g/mol. The total charge is -1. The calculation puts the frontier orbital gap at 7.8283 eV.



#3
This record from the Open Molecules 2025 dataset describes a structure of composition CH4NO2Si. The level of theory is the ωB97M-V functional and the def2-TZVPD basis.

Cartesian coordinates (Å):
H  -1.18000  1.49895  3.93256
H  -0.54739  1.19349  3.55100
O  -2.51282  -0.31289  0.43900
N  1.12836  0.59542  1.37831
C  -1.86201  -0.58743  1.46895
H  0.88944  0.82579  2.41508
H  0.38702  -1.32541  -0.16062
O  -2.25221  -0.62884  2.65416
Si  0.01606  -0.56844  1.02828

The molar mass comes out at 90.1 g/mol. The total charge is -1. The calculation puts the frontier orbital gap at 8.1995 eV.



#4
This record from the Open Molecules 2025 dataset describes a cluster of 2 separate species, CH4NO2Si in total. The level of theory is the ωB97M-V functional and the def2-TZVPD basis.

Cartesian coordinates (Å):
Si  0.31171  -0.04743  0.12225
O  2.26351  -1.12881  -1.63836
H  0.77662  1.06513  0.96453
H  0.41260  -1.12005  1.08716
N  -2.18320  0.55841  0.95511
C  1.42270  -0.25551  -1.66162
H  -1.66771  0.55042  1.78951
O  1.28581  0.75881  -2.37505
H  -2.62205  -0.38097  0.75647

The molar mass comes out at 90.1 g/mol. The total charge is -1. The calculation puts the frontier orbital gap at 7.9315 eV.



Name the least stable of them. #4.



#1
This record from the Open Molecules 2025 dataset describes the ion C5H14N3O with charge +1. The level of theory is the ωB97M-V functional and the def2-TZVPD basis.

Cartesian coordinates (Å):
H  -1.09843  -2.42668  0.90348
H  0.39464  -2.21707  -0.09828
H  1.22238  -0.83861  1.92952
H  -2.44979  2.06786  -0.50886
H  -1.27005  -2.84962  -0.69720
N  1.31292  -0.41896  -0.10826
H  -2.15593  1.49067  1.22037
H  2.92931  -0.10043  -1.17884
C  1.95491  0.28875  -1.18887
C  1.78057  -0.15296  1.20179
C  -1.75119  2.09417  0.37644
N  -0.44192  1.42675  0.14177
H  2.74787  -0.50678  1.14364
O  -2.55182  -0.63271  -0.54131
H  0.45857  1.80012  -0.16814
N  -1.16477  -0.81178  -0.27606
H  2.11108  1.36238  -0.99584
H  -2.87704  -1.43480  -0.95873
H  1.61449  -0.09472  -2.16206
H  1.73367  0.88200  1.53291
C  -0.34630  0.19747  -0.13738
H  -1.41007  3.03331  0.65938
C  -0.74310  -2.15837  -0.08949

Its SMILES is C/[NH+]=C(/N(C)C)N(C)O. The molar mass comes out at 132.2 g/mol. The total charge is +1. The calculation puts the frontier orbital gap at 10.7911 eV.



#2
This record from the Open Molecules 2025 dataset describes the ion C5H14N3O with charge +1. The level of theory is the ωB97M-V functional and the def2-TZVPD basis.

Cartesian coordinates (Å):
H  1.75415  -1.74707  -0.52009
H  -2.09400  1.43837  0.12871
H  1.30294  0.44037  1.11254
C  1.02199  0.88542  -0.94363
H  2.64868  0.19637  0.35059
H  -0.12969  -2.09160  -1.84136
C  -0.42635  0.65405  -0.88875
C  -1.06414  1.67455  0.08340
H  -1.76986  -2.00257  -1.17763
H  1.27739  -1.69485  1.25452
H  1.64400  0.40545  -1.75446
N  -0.79481  -2.07644  -1.03958
C  1.08872  -1.30560  0.18039
N  -1.19318  -1.14931  1.11336
H  -0.90285  2.74646  -0.07548
H  -0.69424  -0.74149  1.91108
C  -0.44509  -1.22967  -0.06655
H  -0.60968  2.22769  2.04171
H  1.40340  2.02061  -0.87509
O  -0.49960  1.48800  1.37687
H  -1.00204  0.60461  -1.78196
N  1.60358  0.06207  0.24470
H  -2.11932  -0.80542  1.16671

The molar mass comes out at 132.2 g/mol. The total charge is +1. The calculation puts the frontier orbital gap at 8.7638 eV.



Name the least stable of them. #1.